The following is a DFT calculation (wB97M-V/def2-TZVPD) of one molecule with the formula C3H3N5 at a distorted geometry.

The energy above the lowest of the compared OMol25 structures with the same formula, charge and spin is 427.1 kJ/mol.

The geometry in XYZ format:
```
11
Properties=species:S:1:pos:R:3:mulliken_charge:R:1
H -2.508 -0.491 0.591 0.31
N -2.117 0.356 0.563 -0.56
C -1.054 0.148 -0.130 0.37
C 0.122 1.324 -0.480 -0.02
N 1.284 1.039 -0.260 -0.46
C 1.719 -0.114 0.324 0.19
N 1.099 -1.235 0.308 -0.10
N 0.186 -1.806 -0.451 -0.27
N -0.867 -1.303 -0.576 -0.19
H -0.127 2.172 -1.141 0.37
H 2.263 -0.091 1.252 0.34
```

***

The following is a DFT calculation (wB97M-V/def2-TZVPD) of a 2-piece molecular cluster, C2H8NOS overall at a distorted geometry.

As for the charge: -1. The energy above the lowest of the compared OMol25 structures with the same formula, charge and spin is 107.9 kJ/mol.

The geometry in XYZ format:
```
13
Properties=species:S:1:pos:R:3:mulliken_charge:R:1
C 1.598 0.250 -1.137 -0.69
S -0.140 0.913 -1.590 -0.67
H 1.712 -0.059 -0.081 0.15
H 1.901 -0.508 -1.821 0.24
H 2.202 1.217 -1.221 0.20
N -0.713 0.437 1.864 -0.47
C -0.257 -0.914 1.752 -0.22
O -0.572 -1.591 0.577 -0.56
H -0.440 1.050 1.055 0.23
H -1.648 0.727 2.094 0.18
H 0.937 -0.751 1.738 0.20
H -0.584 -1.622 2.599 0.22
H -0.325 -1.008 -0.276 0.20
```

***

The following is a DFT calculation (wB97M-V/def2-TZVPD) of C18H33As3ClIPt as an isolated structure at a distorted geometry.

The energy above the lowest of the compared OMol25 structures with the same formula, charge and spin is 24.7 kJ/mol.

The geometry in XYZ format:
```
57
Properties=species:S:1:pos:R:3:mulliken_charge:R:1
Pt -0.075 -0.223 0.164 0.47
C -2.376 2.185 -0.612 -1.34
As -2.277 0.633 0.521 0.86
C -3.175 1.308 2.097 -1.33
C -3.698 -0.398 -0.342 -2.13
C -3.757 -1.930 -0.192 3.07
C -5.188 -2.332 -0.567 -2.10
C -2.805 -2.604 -1.201 -1.99
As -0.881 -2.258 -1.027 0.48
C -0.243 -4.010 -0.511 -1.19
C -0.402 -2.280 -2.903 -1.36
C -3.434 -2.319 1.272 -1.04
As -3.758 -4.085 2.116 0.47
C -3.655 -5.422 0.687 -1.07
C -5.711 -4.049 2.273 -1.17
H -3.401 2.557 -0.629 0.43
H -2.055 1.912 -1.614 0.37
H -1.702 2.948 -0.230 0.41
H -4.182 1.627 1.826 0.48
H -2.609 2.161 2.469 0.43
H -3.215 0.545 2.866 0.20
H -3.633 -0.142 -1.402 0.44
H -4.630 0.036 0.031 0.71
H -5.446 -1.930 -1.550 0.43
H -5.905 -1.937 0.158 0.47
H -5.309 -3.412 -0.609 0.28
H -3.060 -2.299 -2.219 0.61
H -2.946 -3.682 -1.150 0.50
H -0.661 -4.746 -1.197 0.46
H -0.535 -4.231 0.516 0.16
H 0.844 -4.018 -0.568 0.46
H -0.831 -3.143 -3.412 0.43
H 0.683 -2.303 -2.975 0.42
H -0.753 -1.358 -3.359 0.35
H -3.994 -1.659 1.943 0.54
H -2.381 -2.115 1.484 -0.47
H -2.621 -5.583 0.387 0.20
H -4.260 -5.188 -0.185 0.29
H -4.027 -6.349 1.126 0.45
H -6.022 -3.082 2.668 0.32
H -6.010 -4.819 2.984 0.40
H -6.213 -4.229 1.325 0.30
I 1.960 0.512 -1.313 -0.51
Cl -1.302 -0.556 4.106 -0.23
C -0.118 -1.665 3.451 0.86
C -0.112 -2.961 3.949 -0.53
C 0.814 -3.876 3.470 -0.45
C 1.732 -3.483 2.508 -0.76
C 1.720 -2.176 2.040 -0.15
C 0.801 -1.228 2.502 -0.07
C 0.906 0.152 1.972 -1.50
H -0.826 -3.239 4.712 0.43
H 0.816 -4.888 3.856 0.40
H 2.460 -4.188 2.126 0.43
H 2.441 -1.853 1.296 0.37
H 1.911 0.413 1.664 0.56
H 0.435 0.947 2.534 0.44
```

***

The following is a DFT calculation (wB97M-V/def2-TZVPD) of one molecule with the formula C9H11FN2O at a distorted geometry.

The energy above the lowest of the compared OMol25 structures with the same formula, charge and spin is 720.4 kJ/mol.

The geometry in XYZ format:
```
24
Properties=species:S:1:pos:R:3:mulliken_charge:R:1
F 0.217 0.527 2.125 -0.27
C 0.522 1.720 1.452 0.50
N 0.983 2.749 1.973 -0.59
C 0.909 3.848 1.173 -0.51
C 0.631 3.924 -0.145 -0.30
C 0.225 2.688 -0.693 -0.56
C -0.002 1.584 0.073 0.65
O -0.560 0.442 -0.213 -0.30
C 0.200 -0.733 0.202 -0.62
C 0.039 -1.729 -1.044 0.57
C -1.454 -2.274 -0.698 -0.56
C -0.638 -3.653 -0.332 -0.45
N 0.537 -2.903 -0.751 -0.50
H 1.206 4.683 1.599 0.52
H 0.810 4.839 -0.707 0.38
H 0.458 2.665 -1.808 0.24
H 1.250 -0.537 0.590 0.27
H -0.686 -1.334 0.934 0.12
H -0.010 -1.107 -2.116 0.24
H -2.347 -2.322 -1.614 0.25
H -1.943 -1.530 0.208 0.19
H -0.590 -3.977 0.903 0.25
H -0.866 -4.530 -1.043 0.23
H 1.107 -3.041 -0.068 0.24
```

***

The following is a DFT calculation (wB97M-V/def2-TZVPD) of C25H39N5O5STi as an isolated structure.

The energy above the lowest of the compared OMol25 structures with the same formula, charge and spin is 0.0 kJ/mol.

The geometry in XYZ format:
```
76
Properties=species:S:1:pos:R:3:mulliken_charge:R:1
Ti 0.029 0.676 -0.285 0.38
C 2.347 3.542 1.233 -1.67
C 1.586 2.895 0.103 1.02
O 0.400 2.363 0.483 -0.53
N 1.390 3.775 -0.990 -0.16
C 0.491 3.401 -2.079 -1.35
C -0.979 3.318 -1.703 0.92
C -1.796 4.422 -1.869 -0.88
C -3.151 4.323 -1.589 -0.39
C -3.654 3.107 -1.166 -1.35
C -2.779 2.046 -1.015 -0.43
N -1.469 2.143 -1.261 0.65
H 2.472 2.816 2.033 0.33
H 1.769 4.393 1.592 0.40
H 3.330 3.876 0.901 0.39
H 2.254 4.167 -1.333 0.33
H 0.775 2.462 -2.556 0.16
H 0.588 4.187 -2.826 0.72
H -1.365 5.351 -2.217 0.50
H -3.803 5.178 -1.710 0.42
H -4.704 2.970 -0.948 0.50
H -3.134 1.081 -0.680 0.55
C 2.409 -4.445 0.623 -1.46
C 2.518 -3.164 -0.191 0.11
N 3.470 -2.237 0.396 0.12
C 4.494 -1.674 -0.276 0.19
S 5.014 -2.162 -1.797 -0.46
N 5.141 -0.670 0.359 -0.03
C 4.799 -0.079 1.641 -0.09
C 5.303 -0.889 2.830 -1.24
H 1.664 -5.110 0.184 0.41
H 2.109 -4.234 1.652 0.32
H 3.369 -4.962 0.645 0.36
H 1.547 -2.666 -0.250 -0.46
H 2.855 -3.376 -1.203 0.52
H 3.116 -1.720 1.185 0.19
H 5.884 -0.267 -0.185 0.21
H 3.719 0.079 1.698 -0.16
H 5.247 0.915 1.657 0.47
H 4.895 -1.901 2.827 0.28
H 5.017 -0.406 3.767 0.38
H 6.389 -0.970 2.801 0.35
O 1.182 0.547 -1.637 -0.72
N 2.236 0.496 -0.573 0.43
O 2.628 1.763 -0.323 -0.29
O 1.509 -0.015 0.585 -0.45
C -2.985 1.096 2.491 -1.29
C -2.638 -0.396 2.490 0.39
C -1.152 -0.595 2.808 -1.42
C -3.171 -1.091 1.245 0.76
C -4.429 -1.684 1.333 -0.89
C -4.993 -2.352 0.263 -1.30
C -4.278 -2.459 -0.921 -1.03
C -3.024 -1.880 -1.068 0.27
C -2.283 -2.065 -2.380 0.45
C -2.127 -0.771 -3.184 -1.19
C -0.935 -2.769 -2.211 -1.41
C -2.499 -1.166 0.021 -0.13
O -1.318 -0.521 -0.129 1.34
H -2.711 1.551 3.445 0.44
H -4.052 1.255 2.327 0.34
H -2.436 1.622 1.706 0.04
H -3.187 -0.860 3.314 0.67
H -0.517 0.137 2.307 0.08
H -0.805 -1.594 2.547 0.36
H -0.993 -0.445 3.877 0.53
H -4.964 -1.627 2.275 0.43
H -5.970 -2.810 0.356 0.38
H -4.697 -3.010 -1.754 0.42
H -2.918 -2.728 -2.975 0.68
H -1.387 -0.107 -2.738 0.00
H -3.073 -0.230 -3.254 0.27
H -1.792 -1.001 -4.196 0.54
H -0.224 -2.147 -1.670 -0.12
H -0.504 -2.989 -3.189 0.46
H -1.050 -3.710 -1.669 0.42
```

***

The following is a DFT calculation (wB97M-V/def2-TZVPD) of C32H42BrCsN5O2P as an isolated structure.

The energy above the lowest of the compared OMol25 structures with the same formula, charge and spin is 14.3 kJ/mol.

The geometry in XYZ format:
```
84
Properties=species:S:1:pos:R:3:mulliken_charge:R:1
Cs -0.299 0.267 -0.452 1.21
C -1.437 -4.774 1.667 -1.64
C -1.284 -3.548 0.760 1.38
C -2.131 -3.708 -0.497 -1.77
C -1.576 -2.284 1.549 -0.12
C -0.681 -1.877 2.538 -0.05
C -0.911 -0.746 3.304 -1.06
C -2.065 0.015 3.126 1.20
C -2.334 1.232 3.970 -1.45
C -2.954 -0.384 2.138 -1.02
C -2.711 -1.502 1.351 0.23
H -1.153 -5.682 1.132 0.42
H -2.477 -4.880 1.986 0.38
H -0.820 -4.702 2.564 0.37
H -0.234 -3.489 0.448 -0.31
H -3.184 -3.858 -0.244 0.44
H -1.802 -4.593 -1.046 0.45
H -2.051 -2.849 -1.164 0.23
H 0.210 -2.469 2.716 0.52
H -0.198 -0.462 4.070 0.37
H -3.402 1.435 4.037 0.39
H -1.856 2.120 3.549 0.24
H -1.948 1.104 4.982 0.38
H -3.869 0.176 1.981 0.35
H -3.416 -1.762 0.572 0.15
Br -1.799 1.894 -7.625 -0.20
C -1.901 0.991 -5.958 0.00
C -3.100 1.009 -5.225 -0.39
C -3.175 0.382 -4.016 -0.90
C -2.059 -0.307 -3.413 -0.30
O -2.167 -0.834 -2.275 -0.54
C -0.840 -0.299 -4.196 1.77
C 0.386 -0.966 -3.832 -1.12
N 0.662 -1.601 -2.746 0.19
C 1.861 -2.324 -2.724 -0.32
C 2.381 -2.946 -3.839 -0.45
C 3.585 -3.677 -3.792 -0.95
C 4.269 -3.815 -2.621 -0.90
C 3.750 -3.237 -1.438 0.88
C 4.401 -3.389 -0.191 -0.74
C 3.851 -2.837 0.928 -0.97
C 2.640 -2.130 0.791 -0.42
N 2.012 -1.953 -0.342 0.32
C 2.545 -2.497 -1.472 0.36
C -0.812 0.341 -5.454 -1.04
H -3.965 1.518 -5.632 0.41
H -4.100 0.377 -3.453 0.40
H 1.161 -0.896 -4.610 0.36
H 1.829 -2.910 -4.768 0.64
H 3.954 -4.141 -4.698 0.38
H 5.191 -4.381 -2.570 0.39
H 5.327 -3.949 -0.146 0.42
H 4.313 -2.933 1.901 0.42
H 2.187 -1.681 1.670 0.53
H 0.111 0.318 -6.024 0.45
C 0.800 3.130 -4.313 -0.82
N 0.642 3.246 -2.873 1.06
C -0.680 3.692 -2.454 -1.09
P 1.901 3.298 -1.799 -0.05
O 1.564 2.655 -0.510 -0.96
N 3.199 2.571 -2.522 0.61
C 3.371 1.127 -2.477 -0.92
C 4.090 3.248 -3.442 -0.96
N 2.284 4.897 -1.606 0.35
C 1.961 5.955 -2.539 -0.87
C 3.221 5.269 -0.560 -1.12
H -0.061 2.606 -4.724 0.15
H 1.691 2.554 -4.555 0.17
H 0.869 4.107 -4.809 0.27
H -1.435 2.969 -2.778 0.18
H -0.934 4.665 -2.891 0.31
H -0.715 3.785 -1.369 0.37
H 2.762 0.690 -1.688 0.08
H 4.416 0.889 -2.260 0.42
H 3.105 0.652 -3.429 0.31
H 3.920 4.323 -3.418 0.19
H 3.949 2.903 -4.473 0.36
H 5.131 3.059 -3.164 0.29
H 1.238 5.612 -3.274 0.12
H 2.849 6.315 -3.073 0.32
H 1.528 6.806 -2.005 0.32
H 3.326 4.449 0.147 0.28
H 2.848 6.143 -0.019 0.37
H 4.207 5.516 -0.971 0.29
```

***

The following is a DFT calculation (wB97M-V/def2-TZVPD) of a 2-piece molecular cluster, C4H11NO overall at a distorted geometry.

The energy above the lowest of the compared OMol25 structures with the same formula, charge and spin is 147.4 kJ/mol.

The geometry in XYZ format:
```
17
Properties=species:S:1:pos:R:3:mulliken_charge:R:1
C 0.544 -0.160 0.946 -0.48
C 0.048 0.222 -0.453 -0.54
C 1.127 -0.294 -1.417 -0.40
N 2.252 -0.635 -0.526 -0.41
C 2.067 0.000 0.764 -0.51
H 0.172 0.480 1.843 0.28
H 0.384 -1.181 1.097 0.29
H -0.025 1.278 -0.688 0.25
H -1.017 -0.182 -0.588 0.26
H 1.367 0.438 -2.239 0.23
H 0.703 -1.198 -1.936 0.22
H 3.157 -0.424 -0.970 0.25
H 2.249 1.065 0.733 0.29
H 2.806 -0.515 1.501 0.27
O -5.253 0.353 0.265 -0.65
H -4.485 0.384 0.939 0.33
H -6.096 0.368 0.730 0.32
```

***

The following is a DFT calculation (wB97M-V/def2-TZVPD) of one molecule with the formula C2H4N4 at a distorted geometry.

The energy above the lowest of the compared OMol25 structures with the same formula, charge and spin is 313.5 kJ/mol.

The geometry in XYZ format:
```
10
Properties=species:S:1:pos:R:3:mulliken_charge:R:1
H 2.746 -0.116 0.631 0.24
N 1.870 -0.297 0.134 -0.55
N 0.959 0.227 0.809 -0.04
C -0.338 0.162 0.227 -0.21
N -1.482 0.633 0.910 -0.59
C -0.334 -0.338 -0.993 0.85
N -0.011 -0.755 -2.091 -0.52
H -1.751 1.569 0.630 0.24
H -1.317 0.626 1.909 0.29
H -0.342 -1.711 -2.166 0.30
```

***

Per-record Kohn-Sham gap, eV: 9.1; 7.1; 6.7; 9.5; 7.1; 6.8; 9.3; 9.0